Below is a 2-piece molecular cluster, C29H27BF6N2 overall in a non-equilibrium geometry, with properties calculated with ωB97M-V with the def2-TZVPD basis set.

ΔE to the lowest compared entry with this formula, charge and spin in kJ/mol: 258.3
Calculated total energy in hartree: -1854.68403
HOMO-LUMO gap in eV: 4.643
Net charge: 0
Molecular weight in g/mol: 528.35
E_HOMO in eV: -7.18

Element x y z (Å)
F (-4.99, -0.39, 5.23)
C (-4.89, -0.77, 3.94)
F (-3.91, -1.68, 3.80)
F (-6.06, -1.27, 3.51)
C (-4.55, 0.47, 3.10)
N (-4.51, 0.14, 1.67)
C (-5.65, 0.52, 0.89)
C (-5.92, 1.87, 0.66)
C (-6.99, 2.25, -0.11)
C (-7.82, 1.29, -0.66)
C (-7.58, -0.05, -0.43)
C (-6.50, -0.44, 0.33)
C (-3.38, -0.50, 1.11)
C (-3.34, -0.80, -0.26)
C (-2.24, -1.38, -0.83)
C (-1.09, -1.65, -0.06)
C (0.11, -2.28, -0.60)
C (1.40, -1.67, -0.57)
C (2.56, -2.39, -0.20)
C (3.76, -1.75, -0.05)
C (3.90, -0.39, -0.34)
N (5.15, 0.26, -0.25)
C (6.35, -0.50, 0.13)
C (6.43, -0.67, 1.66)
F (7.56, -1.34, 1.94)
F (6.46, 0.56, 2.21)
F (5.36, -1.36, 2.08)
C (5.35, 1.64, -0.57)
C (4.63, 2.65, 0.07)
C (4.84, 3.97, -0.26)
C (5.78, 4.31, -1.21)
C (6.51, 3.33, -1.84)
C (6.30, 2.01, -1.52)
C (2.77, 0.32, -0.78)
C (1.55, -0.29, -0.86)
C (-1.13, -1.33, 1.32)
C (-2.25, -0.79, 1.88)
H (-5.32, 1.22, 3.27)
H (-3.60, 0.90, 3.41)
H (-5.26, 2.61, 1.08)
H (-7.19, 3.30, -0.28)
H (-8.67, 1.59, -1.26)
H (-8.23, -0.79, -0.85)
H (-6.32, -1.48, 0.54)
H (-4.20, -0.58, -0.87)
H (-2.23, -1.62, -1.88)
H (0.08, -3.35, -0.78)
H (2.46, -3.43, 0.05)
H (4.60, -2.30, 0.34)
H (6.35, -1.47, -0.37)
H (7.24, 0.03, -0.19)
H (3.93, 2.39, 0.84)
H (4.27, 4.75, 0.23)
H (5.95, 5.35, -1.46)
H (7.26, 3.59, -2.57)
H (6.85, 1.23, -2.02)
H (2.87, 1.35, -1.05)
H (0.69, 0.27, -1.18)
H (-0.28, -1.57, 1.93)
H (-2.29, -0.64, 2.94)
H (-0.34, -2.73, -3.65)
B (-0.59, -2.65, -4.80)
H (-0.92, -3.70, -5.20)
H (-1.46, -1.88, -4.96)
H (0.36, -2.29, -5.38)


Below is a 2-piece molecular cluster, C4H13N3 overall in a non-equilibrium geometry, with properties calculated with ωB97M-V with the def2-TZVPD basis set.

ΔE to the lowest compared entry with this formula, charge and spin in kJ/mol: 853.2
Calculated total energy in hartree: -323.56801
HOMO-LUMO gap in eV: 6.325
Net charge: +2
Molecular weight in g/mol: 103.17
E_HOMO in eV: -16.76

Element x y z (Å)
C (0.12, -0.76, -0.44)
C (-1.18, -0.97, -0.03)
C (-1.45, 0.48, 0.26)
C (-0.50, 1.19, 1.04)
N (-0.04, 0.65, 2.16)
N (-2.12, 1.01, -1.07)
N (2.96, -0.77, -0.45)
H (0.93, -1.20, 0.27)
H (0.49, 0.16, -1.02)
H (-1.44, -1.71, 0.66)
H (-1.71, -1.51, -0.87)
H (0.28, 1.81, 0.41)
H (0.09, -0.29, 2.34)
H (0.66, 1.37, 2.68)
H (-2.38, 1.96, -1.35)
H (-1.61, 0.62, -1.82)
H (-2.79, 0.29, -1.05)
H (3.44, -0.38, -1.35)
H (2.86, -1.71, -0.66)
H (3.40, -0.24, 0.28)


Below is a 2-piece molecular cluster, C5H10O2 overall, with properties calculated with ωB97M-V with the def2-TZVPD basis set.

SMILES: C1OC[C@H]2C[C@@H]12.O
ΔE to the lowest compared entry with this formula, charge and spin in kJ/mol: 204.2
Calculated total energy in hartree: -346.94766
HOMO-LUMO gap in eV: 10.955
Net charge: 0
Molecular weight in g/mol: 102.13
E_HOMO in eV: -10.02

Element x y z (Å)
C (0.74, -1.20, -0.16)
O (1.43, -0.60, 0.92)
C (0.48, -0.27, 1.91)
C (-0.78, 0.12, 1.15)
C (-0.55, 1.01, -0.03)
C (-0.60, -0.49, -0.21)
H (1.36, -1.07, -1.06)
H (0.58, -2.27, 0.01)
H (0.90, 0.55, 2.51)
H (0.27, -1.12, 2.57)
H (-1.74, 0.11, 1.65)
H (0.42, 1.50, -0.11)
H (-1.39, 1.60, -0.38)
H (-1.44, -0.96, -0.73)
O (-0.15, 1.09, -3.03)
H (0.69, 1.42, -2.69)
H (-0.51, 0.58, -2.29)


Below is a 2-piece molecular cluster, C9H16N2O2 overall in a non-equilibrium geometry, with properties calculated with ωB97M-V with the def2-TZVPD basis set.

SMILES: O=c1cc[nH]c(=O)[nH]1.CCCCC
ΔE to the lowest compared entry with this formula, charge and spin in kJ/mol: 62.2
Calculated total energy in hartree: -612.56208
HOMO-LUMO gap in eV: 10.103
Net charge: 0
Molecular weight in g/mol: 184.24
E_HOMO in eV: -9.57

Element x y z (Å)
O (-0.22, -2.58, -1.95)
C (-0.26, -1.38, -1.75)
C (-1.41, -0.47, -2.00)
C (-1.29, 0.87, -1.83)
N (-0.11, 1.44, -1.41)
C (1.00, 0.65, -1.12)
O (2.05, 1.19, -0.79)
N (0.85, -0.69, -1.30)
H (-2.35, -0.89, -2.43)
H (-2.04, 1.63, -2.11)
H (0.02, 2.44, -1.24)
H (1.72, -1.26, -1.26)
C (-1.45, 2.30, 2.06)
C (-0.19, 1.51, 2.29)
C (-0.42, 0.03, 2.01)
C (0.85, -0.78, 2.22)
C (0.64, -2.28, 1.94)
H (-1.95, 2.03, 1.08)
H (-2.19, 2.03, 2.81)
H (-1.21, 3.37, 2.07)
H (0.13, 1.54, 3.34)
H (0.64, 1.88, 1.67)
H (-1.26, -0.30, 2.66)
H (-0.78, -0.07, 0.97)
H (1.17, -0.68, 3.24)
H (1.64, -0.34, 1.62)
H (-0.06, -2.48, 1.02)
H (1.64, -2.82, 1.75)
H (0.19, -2.80, 2.87)


Below is the molecule C6H4O, with properties calculated with ωB97M-V with the def2-TZVPD basis set.

SMILES: C#CC(=O)C#CC
ΔE to the lowest compared entry with this formula, charge and spin in kJ/mol: 302.7
Calculated total energy in hartree: -306.09624
HOMO-LUMO gap in eV: 10.050
Net charge: 0
Molecular weight in g/mol: 92.10
E_HOMO in eV: -10.06

Element x y z (Å)
C (0.17, 1.98, -0.57)
C (-0.42, 1.51, 0.37)
C (-1.11, 0.80, 1.47)
O (-1.78, 1.33, 2.31)
C (-0.78, -0.61, 1.27)
C (-0.12, -1.10, 0.37)
C (0.69, -1.52, -0.74)
H (0.67, 2.44, -1.40)
H (0.77, -2.60, -0.74)
H (1.68, -1.06, -0.66)
H (0.23, -1.18, -1.68)


Below is the molecule C2H4N2OS in a non-equilibrium geometry, with properties calculated with ωB97M-V with the def2-TZVPD basis set.

SMILES: C=NS/C=N\O
ΔE to the lowest compared entry with this formula, charge and spin in kJ/mol: 439.8
Calculated total energy in hartree: -661.41802
HOMO-LUMO gap in eV: 9.116
Net charge: 0
Molecular weight in g/mol: 104.13
E_HOMO in eV: -8.85

Element x y z (Å)
C (1.59, 1.24, 1.06)
N (0.75, 0.49, 0.36)
S (-0.88, 0.23, 1.00)
C (-1.68, -0.83, -0.26)
N (-1.41, -1.14, -1.47)
O (-0.21, -0.90, -2.03)
H (2.48, 1.34, 0.54)
H (1.37, 1.56, 2.08)
H (-2.55, -1.30, 0.13)
H (0.54, -0.70, -1.40)


Below is a 17-piece molecular cluster, C24H34Cl51FNOS2 overall in a non-equilibrium geometry, with properties calculated with ωB97M-V with the def2-TZVPD basis set.

ΔE to the lowest compared entry with this formula, charge and spin in kJ/mol: 370.6
Calculated total energy in hartree: -25430.33490
HOMO-LUMO gap in eV: 7.601
Net charge: +1
Molecular weight in g/mol: 2243.78
E_HOMO in eV: -10.75

Element x y z (Å)
C (1.86, -4.32, 2.48)
C (1.97, -3.74, 1.08)
O (2.98, -2.67, 0.99)
N (2.48, -1.36, 0.99)
S (3.93, -0.29, 1.13)
C (1.62, -1.04, 2.22)
C (0.09, -1.18, 2.12)
C (-0.63, 0.16, 2.04)
S (-2.44, -0.01, 2.24)
C (1.81, -1.08, -0.36)
C (2.71, -1.37, -1.54)
F (1.45, 0.23, -0.27)
H (2.80, -4.20, 3.02)
H (1.06, -3.79, 3.03)
H (1.59, -5.37, 2.42)
H (1.00, -3.39, 0.72)
H (2.30, -4.50, 0.36)
H (4.77, -1.24, 0.69)
H (1.87, 0.00, 2.48)
H (2.05, -1.67, 3.00)
H (-0.24, -1.72, 3.02)
H (-0.22, -1.81, 1.28)
H (-0.46, 0.64, 1.08)
H (-0.30, 0.82, 2.86)
H (-2.52, -1.32, 1.97)
H (0.90, -1.68, -0.37)
H (2.90, -0.42, -2.07)
H (2.21, -2.05, -2.23)
H (3.66, -1.84, -1.25)
C (-1.26, 3.87, 0.02)
Cl (-2.38, 4.53, -1.14)
Cl (-2.05, 3.52, 1.56)
Cl (-0.49, 2.41, -0.63)
H (-0.48, 4.60, 0.21)
C (6.70, 0.25, -1.25)
Cl (6.65, -1.49, -0.93)
Cl (6.77, 1.16, 0.26)
Cl (8.04, 0.65, -2.30)
H (5.78, 0.52, -1.76)
C (-4.03, -1.06, -0.25)
Cl (-2.98, -2.48, -0.34)
Cl (-4.91, -0.81, -1.75)
Cl (-5.13, -1.17, 1.13)
H (-3.41, -0.19, -0.09)
C (-3.01, 2.09, -3.30)
Cl (-2.11, 1.82, -4.79)
Cl (-2.17, 1.39, -1.92)
Cl (-3.30, 3.81, -3.03)
H (-3.97, 1.59, -3.39)
C (3.04, 4.17, -2.30)
Cl (2.86, 2.65, -1.41)
Cl (1.51, 5.02, -2.39)
Cl (4.29, 5.17, -1.56)
H (3.36, 3.93, -3.31)
C (6.91, -1.88, 3.37)
Cl (6.86, -3.62, 3.66)
Cl (6.93, -0.98, 4.89)
Cl (8.26, -1.44, 2.34)
H (5.99, -1.61, 2.85)
C (-3.87, 7.44, -4.12)
Cl (-3.99, 8.66, -2.86)
Cl (-4.87, 7.87, -5.51)
Cl (-2.19, 7.17, -4.60)
H (-4.25, 6.51, -3.72)
C (3.28, -5.98, 6.13)
Cl (3.36, -7.65, 5.60)
Cl (4.28, -4.95, 5.08)
Cl (1.62, -5.39, 6.17)
H (3.69, -5.92, 7.13)
C (-3.89, -6.61, -0.93)
Cl (-2.32, -5.78, -1.02)
Cl (-3.74, -8.13, -0.05)
Cl (-5.10, -5.56, -0.19)
H (-4.20, -6.83, -1.94)
C (-5.33, 3.18, 4.10)
Cl (-3.69, 2.61, 4.38)
Cl (-5.40, 4.94, 4.03)
Cl (-5.91, 2.48, 2.59)
H (-5.96, 2.85, 4.91)
C (-8.69, 4.65, 1.58)
Cl (-8.40, 4.56, -0.16)
Cl (-9.10, 6.29, 2.07)
Cl (-9.93, 3.50, 2.08)
H (-7.77, 4.38, 2.08)
C (6.45, -3.70, -4.18)
Cl (6.20, -5.26, -3.41)
Cl (6.76, -3.86, -5.90)
Cl (5.06, -2.63, -3.89)
H (7.32, -3.23, -3.72)
C (-9.25, -0.50, 0.45)
Cl (-8.58, -2.11, 0.21)
Cl (-8.07, 0.75, 0.05)
Cl (-10.73, -0.28, -0.48)
H (-9.50, -0.39, 1.50)
C (1.90, -8.13, -0.08)
Cl (2.06, -9.65, 0.78)
Cl (0.27, -7.46, 0.08)
Cl (3.09, -6.95, 0.51)
H (2.09, -8.30, -1.13)
C (9.41, 1.31, 6.42)
Cl (9.29, 0.87, 8.12)
Cl (9.24, 3.05, 6.19)
Cl (10.92, 0.73, 5.72)
H (8.60, 0.82, 5.89)
C (0.77, 0.90, -7.99)
Cl (1.69, 2.40, -8.08)
Cl (-0.94, 1.22, -7.71)
Cl (1.00, -0.08, -9.43)
H (1.14, 0.34, -7.14)
C (-8.01, 9.94, -4.68)
Cl (-8.30, 8.24, -4.32)
Cl (-9.46, 10.71, -5.33)
Cl (-7.44, 10.79, -3.24)
H (-7.23, 10.00, -5.43)


Below is C6H10O as an isolated structure, with properties calculated with ωB97M-V with the def2-TZVPD basis set.

ΔE to the lowest compared entry with this formula, charge and spin in kJ/mol: 317.7
Calculated total energy in hartree: -309.72135
HOMO-LUMO gap in eV: 10.165
Net charge: 0
Molecular weight in g/mol: 98.14
E_HOMO in eV: -8.92

Element x y z (Å)
C (-2.00, -0.17, 1.14)
C (-1.54, 0.67, -0.01)
C (-0.95, -0.69, 0.20)
C (0.44, -0.83, 0.74)
C (1.61, -0.55, -0.16)
C (1.85, 0.51, 0.61)
O (0.83, 0.35, 1.52)
H (-1.64, 0.11, 2.13)
H (-2.99, -0.61, 1.13)
H (-2.22, 0.81, -0.85)
H (-0.91, 1.53, 0.20)
H (-1.23, -1.48, -0.50)
H (0.54, -1.72, 1.37)
H (2.04, -1.01, -1.04)
H (1.54, 0.78, -2.39)
H (2.07, 1.00, -2.86)
H (2.54, 1.35, 0.69)